Below is a molecular structure, C38H24BrF5NO4P2S2SeTi in a non-equilibrium geometry, with properties calculated with ωB97M-V/def2-TZVPD.

```
79
Properties=species:S:1:pos:R:3:mulliken_spin:R:1
Ti -1.79 0.18 0.36 0.32
O -0.41 2.37 3.47 0.04
C -0.80 1.40 2.68 -0.01
O -1.11 1.62 1.48 0.02
C -1.01 0.08 3.14 0.28
C -0.82 -0.52 4.39 -0.06
C -1.21 -1.82 4.57 0.10
C -1.84 -2.54 3.52 0.05
C -2.02 -1.90 2.33 0.06
N -1.58 -0.64 2.13 0.12
C -2.79 -2.35 1.10 0.00
O -3.30 -3.44 0.99 0.01
O -2.85 -1.36 0.25 -0.01
H -0.83 3.21 3.12 0.00
H -0.38 0.07 5.18 0.00
H -1.07 -2.31 5.53 0.01
H -2.19 -3.55 3.64 0.00
S -1.01 -2.03 -2.08 0.00
P 0.49 -1.43 -0.94 0.00
C 0.41 -0.02 0.11 0.04
P 0.51 1.43 -0.90 0.00
S -0.91 1.79 -2.22 -0.01
C 2.19 1.62 -1.66 0.01
C 3.32 1.09 -1.06 0.00
C 4.58 1.34 -1.59 0.00
C 4.71 2.12 -2.73 0.00
C 3.58 2.65 -3.34 0.00
C 2.33 2.40 -2.80 0.00
C 0.73 2.93 0.17 -0.01
C -0.11 4.02 0.03 0.00
C 0.02 5.12 0.87 0.00
C 1.03 5.15 1.82 0.00
C 1.90 4.07 1.94 0.00
C 1.75 2.96 1.12 0.01
C 0.91 -2.79 0.23 0.00
C 1.19 -2.53 1.57 -0.01
C 1.55 -3.57 2.42 0.00
C 1.64 -4.87 1.94 0.00
C 1.35 -5.13 0.60 0.00
C 0.98 -4.10 -0.24 0.00
C 2.00 -1.51 -2.01 0.00
C 3.20 -2.09 -1.62 0.00
C 4.28 -2.13 -2.49 0.00
C 4.16 -1.59 -3.76 0.00
C 2.97 -0.98 -4.15 0.00
C 1.90 -0.95 -3.28 0.00
H 3.22 0.48 -0.17 0.00
H 5.46 0.91 -1.12 0.00
H 5.69 2.31 -3.15 0.00
H 3.68 3.27 -4.23 0.00
H 1.43 2.80 -3.27 0.00
H -0.91 3.98 -0.70 0.00
H -0.68 5.93 0.80 0.00
H 1.13 6.00 2.49 0.00
H 2.69 4.08 2.69 0.00
H 2.40 2.11 1.23 0.00
H 1.13 -1.51 1.93 0.03
H 1.77 -3.36 3.46 0.00
H 1.94 -5.68 2.60 0.00
H 1.41 -6.14 0.22 0.00
H 0.72 -4.28 -1.28 0.00
H 3.30 -2.50 -0.62 0.00
H 5.21 -2.60 -2.19 0.00
H 5.00 -1.63 -4.45 0.00
H 2.88 -0.54 -5.14 0.00
H 0.96 -0.50 -3.58 0.00
F -7.73 -0.87 -2.86 0.00
C -6.85 -0.42 -1.94 0.00
C -7.28 -0.06 -0.68 0.00
F -8.59 -0.18 -0.38 0.00
C -6.38 0.43 0.25 0.01
F -6.85 0.80 1.45 0.00
C -5.03 0.56 -0.03 0.00
Se -3.84 1.68 1.05 -0.01
C -4.64 0.17 -1.31 0.00
F -3.33 0.32 -1.62 -0.01
C -5.51 -0.31 -2.26 0.00
F -5.10 -0.65 -3.49 0.00
Br -2.97 3.96 2.47 0.00
```

Summary:
Orbital gap (alpha / beta) (eV): 5.7 / 5.9
<S²>: 0.772
2S+1: 2
Total charge: -2
ΔE to the lowest compared entry with this formula, charge and spin (kcal per mole): 87.7

***

Below is a molecular structure, C38H26Cl5IrO4P2S in a non-equilibrium geometry, with properties calculated with ωB97M-V/def2-TZVPD.

```
77
Properties=species:S:1:pos:R:3:lowdin_charge:R:1
Ir 0.48 0.20 0.06 1.04
O -0.17 -1.08 3.43 0.05
C -0.69 -0.71 2.40 -0.58
O -0.33 0.44 1.84 -0.25
C -1.83 -1.46 1.76 -0.16
C -2.54 -2.28 2.64 -0.03
C -3.66 -2.99 2.24 -0.09
C -4.08 -2.88 0.92 -0.09
C -3.38 -2.09 0.03 -0.14
C -2.24 -1.37 0.42 -0.57
S -1.48 -0.47 -0.90 0.63
H -2.19 -2.33 3.66 0.12
H -4.20 -3.60 2.94 0.10
H -4.95 -3.42 0.58 0.10
H -3.70 -2.02 -1.00 0.09
Cl 2.63 2.48 -1.22 0.74
C 1.20 3.08 -0.42 -0.62
C 0.16 2.21 -0.02 -0.29
C -0.99 2.89 0.45 -0.64
Cl -2.43 2.09 0.94 0.72
C -1.03 4.28 0.60 -0.70
Cl -2.44 5.06 1.22 0.67
C 0.05 5.08 0.26 -0.72
Cl 0.01 6.78 0.47 0.67
C 1.18 4.47 -0.27 -0.72
Cl 2.52 5.44 -0.74 0.66
O 2.44 0.28 0.99 -0.40
P 3.42 -0.58 0.24 0.74
C 3.41 -2.26 0.94 -0.25
P 1.80 -3.06 0.59 0.80
O 0.77 -2.01 0.37 -0.42
C 2.02 -4.01 -0.92 -0.29
C 0.98 -3.95 -1.85 -0.05
C 1.05 -4.70 -3.02 -0.06
C 2.16 -5.49 -3.27 -0.07
C 3.20 -5.55 -2.35 -0.08
C 3.13 -4.82 -1.18 -0.10
C 1.46 -4.25 1.90 -0.25
C 1.10 -3.77 3.16 -0.05
C 0.83 -4.67 4.18 -0.06
C 0.91 -6.04 3.95 -0.07
C 1.27 -6.51 2.70 -0.07
C 1.54 -5.62 1.67 -0.07
C 5.10 0.04 0.36 -0.28
C 5.66 0.10 1.64 -0.07
C 6.93 0.63 1.81 -0.07
C 7.63 1.10 0.71 -0.07
C 7.07 1.05 -0.56 -0.07
C 5.80 0.52 -0.73 -0.08
C 2.95 -0.79 -1.49 -0.31
C 1.76 -0.27 -1.99 -0.24
C 1.33 -0.56 -3.27 -0.04
C 2.11 -1.38 -4.08 -0.05
C 3.31 -1.89 -3.61 -0.06
C 3.72 -1.61 -2.32 -0.09
H 3.55 -2.16 2.02 0.08
H 4.24 -2.86 0.55 0.07
H 0.13 -3.31 -1.65 0.11
H 0.24 -4.65 -3.74 0.11
H 2.21 -6.07 -4.18 0.11
H 4.06 -6.18 -2.54 0.11
H 3.94 -4.89 -0.46 0.11
H 1.00 -2.71 3.35 0.09
H 0.53 -4.29 5.15 0.11
H 0.69 -6.73 4.75 0.11
H 1.32 -7.58 2.51 0.11
H 1.78 -6.01 0.69 0.10
H 5.10 -0.24 2.50 0.11
H 7.36 0.69 2.80 0.11
H 8.62 1.52 0.84 0.11
H 7.61 1.44 -1.41 0.11
H 5.36 0.50 -1.72 0.10
H 1.19 0.56 -1.51 -0.02
H 0.41 -0.14 -3.64 0.12
H 1.78 -1.60 -5.09 0.11
H 3.91 -2.53 -4.24 0.11
H 4.65 -2.04 -1.95 0.12
```

Summary:
Orbital gap (eV): 6.7
Total charge: 0
ΔE to the lowest compared entry with this formula, charge and spin (kcal per mole): 12.2

***

Below is a molecular structure, C38H29BrNO6PtSeTe in a non-equilibrium geometry, with properties calculated with ωB97M-V/def2-TZVPD.

```
78
Properties=species:S:1:pos:R:3:mulliken_spin:R:1
Pt -2.21 0.94 1.37 0.00
Br -0.70 0.78 4.22 0.00
C -2.22 1.63 4.97 0.00
C -2.18 1.80 6.32 0.00
C -3.22 2.48 6.99 0.00
C -4.26 2.97 6.27 0.00
C -4.34 2.79 4.87 0.00
C -5.44 3.31 4.16 0.00
C -5.55 3.10 2.81 0.00
C -4.58 2.35 2.13 0.00
C -3.44 1.86 2.74 0.00
C -3.31 2.08 4.16 0.00
H -1.33 1.41 6.88 0.00
H -3.17 2.61 8.06 0.00
H -5.07 3.51 6.77 0.00
H -6.20 3.87 4.70 0.00
H -6.40 3.51 2.27 0.00
H -4.72 2.16 1.07 0.00
O 1.16 5.05 -2.14 0.04
C 0.64 4.38 -1.29 0.00
C -0.72 4.63 -0.70 -0.01
O -1.42 5.58 -0.96 0.06
C -1.01 3.47 0.19 0.05
C 0.20 2.70 0.33 -0.07
O 0.29 1.68 1.07 0.21
C 1.16 3.13 -0.65 -0.02
O 2.11 2.42 -0.98 0.06
O -2.09 3.12 0.66 0.03
Se -3.29 -1.03 1.82 0.00
C 7.22 -0.49 -2.85 0.00
C 5.78 -0.45 -2.40 0.00
C 4.75 -0.24 -3.31 0.00
C 3.42 -0.15 -2.90 -0.02
C 2.36 0.17 -3.93 0.06
C 3.09 -0.32 -1.55 0.06
Te 1.02 0.05 -0.87 0.53
N -1.48 -0.02 -0.32 0.02
C -2.46 -0.70 -0.80 0.01
O -3.63 -0.90 -0.19 0.00
C -2.29 -1.47 -2.09 0.00
C -1.56 -0.96 -3.16 0.03
C -1.47 -1.66 -4.36 0.01
C -2.12 -2.88 -4.51 0.00
C -2.88 -3.38 -3.46 0.00
C -2.97 -2.68 -2.26 0.00
C 0.93 -2.07 -0.53 0.16
C 1.17 -2.90 -1.63 0.01
C 1.10 -4.28 -1.51 0.01
C 0.82 -4.84 -0.27 0.00
C 0.60 -4.02 0.83 0.00
C 0.65 -2.63 0.72 -0.10
C 0.42 -1.76 1.93 0.01
C 4.13 -0.53 -0.63 -0.12
C 3.83 -0.66 0.85 0.05
C 5.45 -0.59 -1.06 0.00
H 7.30 -0.45 -3.94 0.00
H 7.72 -1.40 -2.51 0.00
H 7.78 0.36 -2.44 0.00
H 4.99 -0.11 -4.37 0.00
H 2.80 0.28 -4.93 0.00
H 1.86 1.11 -3.67 -0.01
H 1.59 -0.60 -3.98 -0.02
H -1.08 0.00 -3.06 -0.03
H -0.90 -1.25 -5.19 0.00
H -2.05 -3.43 -5.45 0.00
H -3.42 -4.32 -3.58 0.00
H -3.56 -3.04 -1.44 0.00
H 1.40 -2.46 -2.60 0.00
H 1.25 -4.91 -2.38 0.00
H 0.76 -5.92 -0.16 0.00
H 0.38 -4.46 1.79 0.00
H -0.13 -2.29 2.71 0.00
H -0.15 -0.87 1.67 0.00
H 1.38 -1.42 2.36 0.00
H 3.17 0.15 1.18 -0.01
H 4.75 -0.62 1.44 0.00
H 3.33 -1.60 1.06 -0.01
H 6.25 -0.73 -0.33 0.00
```

Summary:
Orbital gap (alpha / beta) (eV): 5.9 / 5.0
<S²>: 0.766
2S+1: 2
Total charge: -2
ΔE to the lowest compared entry with this formula, charge and spin (kcal per mole): 32.4

***

Below is a molecular structure, C38H29N6NiP2S3, with properties calculated with ωB97M-V/def2-TZVPD.

```
79
Properties=species:S:1:pos:R:3:mulliken_spin:R:1
Ni -0.51 -1.38 -0.77 1.62
S 3.18 -0.92 1.16 0.01
P 1.96 0.51 0.51 -0.02
C 0.32 0.12 0.19 0.16
P -1.05 0.83 0.87 -0.03
S -2.61 -0.30 0.28 0.10
C -1.39 2.55 0.33 0.01
C -2.24 3.43 0.99 0.00
C -2.46 4.71 0.49 0.00
C -1.84 5.11 -0.69 0.00
C -1.01 4.23 -1.36 0.00
C -0.79 2.96 -0.86 0.01
C -1.10 0.89 2.70 0.02
C -1.32 -0.32 3.35 0.00
C -1.32 -0.40 4.73 0.00
C -1.11 0.74 5.49 0.00
C -0.87 1.95 4.86 0.00
C -0.85 2.02 3.47 0.00
C 2.04 1.93 1.68 0.01
C 1.77 3.22 1.25 0.00
C 1.85 4.29 2.14 0.00
C 2.21 4.07 3.46 0.00
C 2.47 2.77 3.89 0.00
C 2.39 1.71 3.01 0.00
C 2.72 1.23 -0.99 0.01
C 3.86 2.02 -0.90 0.00
C 4.48 2.49 -2.05 0.00
C 3.97 2.16 -3.30 0.00
C 2.85 1.36 -3.40 -0.01
C 2.22 0.90 -2.25 0.00
H -2.76 3.12 1.89 0.00
H -3.12 5.39 1.01 0.00
H -2.00 6.11 -1.07 0.00
H -0.52 4.53 -2.28 0.00
H -0.13 2.27 -1.37 0.00
H -1.50 -1.21 2.75 0.00
H -1.49 -1.35 5.22 0.00
H -1.12 0.69 6.58 0.00
H -0.68 2.84 5.44 0.00
H -0.61 2.97 3.00 0.00
H 1.49 3.41 0.22 0.00
H 1.65 5.30 1.79 0.00
H 2.28 4.90 4.15 0.00
H 2.73 2.59 4.93 0.00
H 2.62 0.70 3.33 0.00
H 4.28 2.25 0.07 0.00
H 5.37 3.11 -1.97 0.00
H 4.46 2.53 -4.20 0.00
H 2.46 1.05 -4.36 0.00
H 1.35 0.26 -2.32 0.00
C -4.91 -1.65 -2.37 0.00
N -4.20 -2.74 -1.74 0.00
C -4.74 -3.67 -0.86 0.00
C -3.73 -4.43 -0.40 0.00
N -2.58 -3.95 -0.99 0.01
C -2.87 -2.91 -1.82 0.00
S -1.79 -2.01 -2.77 0.03
C -1.22 -4.33 -0.73 0.01
C -0.73 -5.57 -1.34 0.00
C 0.59 -5.71 -1.49 0.01
C 1.54 -4.64 -1.05 0.01
C 0.93 -3.56 -0.13 0.01
N -0.54 -3.49 -0.08 0.01
H -5.98 -1.86 -2.33 0.00
H -4.59 -1.56 -3.40 0.00
H -4.69 -0.72 -1.84 0.00
H -5.79 -3.70 -0.64 0.00
H -3.71 -5.23 0.31 0.00
H -1.45 -6.28 -1.71 0.00
H 0.99 -6.58 -2.01 0.00
H 2.49 -5.05 -0.73 0.00
H 1.35 -3.37 0.85 0.01
N 1.21 -2.54 -1.14 0.01
C 1.63 -3.45 -2.00 0.01
C 1.95 -3.43 -3.36 0.00
C 1.75 -2.28 -4.15 0.00
N 1.58 -1.34 -4.80 0.00
C 2.35 -4.65 -3.95 0.00
N 2.65 -5.66 -4.42 0.00
```

Summary:
Orbital gap (alpha / beta) (eV): 6.2 / 6.2
<S²>: 2.011
2S+1: 3
Total charge: -1

***

Below is a molecular structure, C38H30AsEuN6O2S in a non-equilibrium geometry, with properties calculated with ωB97M-V/def2-TZVPD.

```
79
Properties=species:S:1:pos:R:3:mulliken_spin:R:1
Eu -0.60 -0.92 19.90 6.92
C 0.45 -2.00 25.27 0.00
C -0.66 -1.81 24.20 0.00
C -0.70 -0.62 23.45 0.00
C -1.69 -0.45 22.47 0.02
C -2.55 -1.48 22.15 0.02
C -2.46 -2.71 22.83 0.00
C -1.58 -2.86 23.93 0.00
H 0.51 -1.21 26.06 0.00
H 1.45 -2.04 24.78 0.00
H 0.17 -2.92 25.75 0.00
H 0.03 0.18 23.77 0.00
H -1.92 0.58 22.05 -0.01
H -3.30 -1.37 21.36 -0.01
H -3.26 -3.44 22.60 0.00
H -1.48 -3.80 24.46 0.00
N 1.32 -3.05 16.36 0.00
C 1.74 -1.88 15.73 -0.01
C 2.49 -1.66 14.58 0.00
C 2.81 -0.34 14.33 0.00
C 2.40 0.69 15.20 0.00
C 1.63 0.48 16.35 0.00
C 1.35 -0.83 16.64 -0.01
N 0.69 -1.42 17.74 0.01
C 0.64 -2.73 17.50 -0.01
C -0.06 -3.75 18.27 0.01
C 0.05 -5.11 17.97 0.00
S -0.60 -6.06 19.16 0.00
C -1.03 -4.63 20.08 0.01
N -0.73 -3.47 19.46 0.01
H 1.44 -4.01 15.95 0.00
H 2.90 -2.49 14.00 0.00
H 3.47 -0.07 13.51 0.00
H 2.73 1.66 14.91 0.00
H 1.32 1.27 17.05 0.00
H 0.58 -5.54 17.13 0.00
H -1.63 -4.64 21.00 0.00
O -2.47 0.04 18.88 0.03
As -3.81 0.55 17.88 0.00
C -4.76 -1.00 17.42 0.00
C -4.05 -2.16 17.06 0.00
C -4.69 -3.34 17.32 0.00
C -6.00 -3.36 17.74 0.00
C -6.71 -2.15 17.90 0.00
C -6.11 -0.99 17.60 0.00
C -5.00 2.01 18.71 0.00
C -5.85 2.88 17.95 0.00
C -6.62 3.78 18.69 0.00
C -6.67 3.81 20.14 0.00
C -5.76 3.00 20.79 0.00
C -4.97 2.05 20.11 0.00
C -3.12 1.30 16.25 0.00
C -3.99 1.15 15.13 0.00
C -3.75 1.87 13.98 0.00
C -2.70 2.78 13.91 0.00
C -1.86 2.98 15.05 0.00
C -2.02 2.17 16.18 0.00
H -3.02 -2.06 16.78 0.00
H -4.28 -4.30 17.00 0.00
H -6.40 -4.31 18.04 0.00
H -7.76 -2.12 18.15 0.00
H -6.62 -0.05 17.77 0.00
H -5.87 2.84 16.86 0.00
H -7.27 4.48 18.16 0.00
H -7.36 4.47 20.66 0.00
H -5.67 2.94 21.89 0.00
H -4.39 1.36 20.75 0.00
H -4.82 0.45 15.19 0.00
H -4.42 1.64 13.13 0.00
H -2.51 3.38 13.01 0.00
H -1.06 3.73 15.04 0.00
H -1.25 2.12 16.99 0.00
O 1.11 -0.28 21.00 0.00
N 1.39 1.05 20.93 -0.01
C 2.33 1.25 21.82 0.01
C 2.76 0.26 22.67 0.00
N 3.25 -0.62 23.31 0.00
C 2.80 2.54 22.09 0.00
N 3.25 3.58 22.38 0.00
```

Summary:
Orbital gap (alpha / beta) (eV): 6.3 / 8.1
<S²>: 15.760
2S+1: 8
Total charge: +1
ΔE to the lowest compared entry with this formula, charge and spin (kcal per mole): 64.2

***

Below is a molecular structure, C38H30BCl2F4N4NdO5 in a non-equilibrium geometry, with properties calculated with ωB97M-V/def2-TZVPD.

```
85
Properties=species:S:1:pos:R:3:mulliken_spin:R:1
Nd -0.01 0.86 0.11 3.00
Cl -5.97 -0.63 4.09 0.00
C -4.33 -0.68 3.48 0.00
C -4.06 -0.12 2.24 0.00
C -2.78 -0.11 1.67 0.00
N -2.47 0.51 0.44 0.00
C -3.44 1.09 -0.31 -0.01
O -4.65 1.13 -0.07 0.00
C -3.01 1.76 -1.60 0.00
C -3.95 2.12 -2.48 0.00
C -3.59 2.95 -3.65 0.00
C -2.33 3.26 -3.93 0.00
C -1.22 2.67 -3.12 0.00
N -1.67 1.99 -1.88 0.00
C -1.74 -0.77 2.40 0.00
C -2.04 -1.30 3.66 0.01
C -3.31 -1.26 4.20 0.00
Cl -3.58 -1.97 5.78 0.00
N -0.44 -0.84 1.83 -0.01
C 0.56 -1.49 2.45 0.00
O 0.58 -2.11 3.52 0.00
C 1.87 -1.54 1.68 0.00
C 3.06 -1.57 2.39 0.00
C 4.24 -1.72 1.70 0.00
C 4.21 -1.86 0.32 0.00
C 2.99 -1.81 -0.31 0.00
N 1.83 -1.64 0.35 0.00
H -4.87 0.34 1.70 0.00
H -4.98 1.88 -2.26 0.00
H -4.40 3.35 -4.25 0.00
H -2.08 3.94 -4.75 0.00
H -0.64 1.97 -3.74 0.00
H -1.25 -1.77 4.23 0.00
H 3.02 -1.47 3.46 0.00
H 5.19 -1.72 2.23 0.00
H 5.11 -1.98 -0.26 0.00
H 2.92 -1.90 -1.39 0.00
O -0.36 -1.21 -1.33 0.01
C 0.26 -1.29 -2.61 -0.02
C 1.44 -0.23 -2.66 0.00
O 2.20 -0.24 -3.63 0.00
O 1.47 0.55 -1.66 0.00
C -0.82 -0.97 -3.65 0.01
C -0.48 -0.72 -4.98 0.00
C -1.47 -0.48 -5.92 0.00
C -2.81 -0.49 -5.55 0.00
C -3.15 -0.74 -4.23 0.00
C -2.16 -0.97 -3.28 0.00
C 0.73 -2.74 -2.84 0.00
C 0.16 -3.76 -2.09 0.00
C 0.54 -5.09 -2.28 0.00
C 1.48 -5.42 -3.24 0.00
C 2.03 -4.41 -4.02 0.00
C 1.66 -3.08 -3.82 0.00
H 0.29 -1.59 -0.69 0.00
H 0.56 -0.68 -5.27 0.00
H -1.19 -0.27 -6.95 0.00
H -3.59 -0.29 -6.29 0.00
H -4.19 -0.72 -3.91 0.00
H -2.43 -1.12 -2.24 0.00
H -0.58 -3.52 -1.33 0.00
H 0.09 -5.86 -1.67 0.00
H 1.78 -6.45 -3.39 0.00
H 2.76 -4.65 -4.78 0.00
H 2.11 -2.30 -4.42 0.00
F 2.29 1.57 3.35 0.00
B 1.76 2.12 2.19 0.00
F 2.12 1.30 1.04 0.00
F 0.31 2.04 2.20 0.00
F 2.16 3.43 1.97 0.00
C 0.35 5.81 -2.67 0.00
C 0.85 4.38 -2.49 0.00
C 1.85 4.33 -1.32 0.00
C 1.55 3.92 -3.77 0.00
C -0.31 3.47 -2.20 0.02
C -0.72 2.82 -1.09 -0.01
H 1.18 6.49 -2.88 0.00
H -0.16 6.15 -1.76 0.00
H -0.37 5.87 -3.50 0.00
H 2.69 5.02 -1.50 0.00
H 2.25 3.32 -1.20 0.00
H 1.37 4.61 -0.38 0.00
H 2.40 4.57 -4.01 0.00
H 0.86 3.94 -4.63 0.00
H 1.92 2.89 -3.66 0.00
```

Summary:
Orbital gap (alpha / beta) (eV): 6.4 / 6.4
<S²>: 3.752
2S+1: 4
Total charge: -2
ΔE to the lowest compared entry with this formula, charge and spin (kcal per mole): 25.8